Entry 1:
{
  "formula": "C11H14BIrN7S",
  "method": "ωB97M-V/def2-TZVPD",
  "s2": 8.786,
  "multiplicity": 6,
  "relative_energy_kj_mol": 1.01,
  "total_charge": 2,
  "homo_lumo_gap_ev": [6.98, 5.03],
  "homo_energy_ev": [-12.710, -15.592],
  "species": ["H", "N", "B", "N", "C", "Ir", "H", "C", "H", "C", "H", "C", "H", "H", "H", "N", "N", "N", "N", "C", "C", "H", "H", "C", "C", "C", "C", "H", "H", "H", "H", "H", "S", "C", "N"],
  "coordinates": [[-0.342, 2.541, 2.385], [0.056, 1.416, 0.601], [0.733, 0.702, -1.790], [0.536, 1.764, -0.649], [0.769, 3.093, -0.672], [-0.618, -0.474, 1.011], [1.098, 3.561, -1.591], [0.461, 3.608, 0.584], [0.550, 4.629, 0.880], [-0.005, 2.543, 1.356], [1.227, 1.101, -2.809], [-1.490, -2.036, 1.943], [-1.714, -1.586, 2.903], [-0.585, -2.644, 1.885], [-2.274, -2.776, 1.738], [-0.695, 0.090, -1.948], [1.577, -0.394, -1.069], [-1.354, -0.409, -0.827], [1.185, -0.885, 0.173], [-1.525, -0.004, -3.012], [2.721, -0.999, -1.443], [-1.178, 0.316, -3.986], [3.134, -0.774, -2.421], [-2.733, -0.555, -2.580], [3.094, -1.879, -0.427], [-2.611, -0.759, -1.206], [2.112, -1.794, 0.554], [-3.590, -0.792, -3.184], [3.962, -2.505, -0.448], [-3.322, -1.138, -0.476], [2.007, -2.321, 1.495], [-1.927, -1.371, 1.033], [0.325, 0.539, 5.423], [0.222, 0.225, 3.876], [0.193, -0.035, 2.695]],
  "lowdin_charge": [0.114, -0.162, -0.420, 0.001, 0.012, 1.577, 0.150, 0.000, 0.115, -0.076, 0.135, -0.201, 0.052, 0.074, 0.092, 0.013, 0.002, -0.190, -0.142, 0.029, 0.017, 0.152, 0.152, 0.011, 0.001, -0.069, -0.076, 0.122, 0.119, 0.128, 0.124, -0.037, 1.018, -0.722, -0.115]
}

=====

Entry 2:
{
  "formula": "C2H9NS",
  "method": "ωB97M-V/def2-TZVPD",
  "relative_energy_kj_mol": 58.44,
  "homo_lumo_gap_ev": 10.07,
  "homo_energy_ev": -9.140,
  "smiles": "CNC.S",
  "species": ["S", "H", "C", "N", "C", "H", "H", "H", "H", "H", "H", "H", "H"],
  "coordinates": [[2.809, 0.777, -1.825], [2.104, 0.317, -0.787], [-1.527, -0.442, -0.534], [-0.225, -0.042, -0.015], [-0.093, -0.386, 1.390], [-2.354, -0.053, 0.060], [-1.621, -0.155, -1.575], [-1.590, -1.528, -0.570], [-0.190, 0.971, -0.090], [2.949, 2.042, -1.416], [-1.005, -0.150, 1.964], [0.720, 0.109, 1.907], [0.022, -1.461, 1.490]],
  "lowdin_charge": [0.472, -0.263, -0.148, -0.203, -0.159, 0.073, 0.074, 0.076, 0.090, -0.231, 0.072, 0.071, 0.075]
}

=====

Per-record energy, Eh: -1337.3980, -534.5074